The following is a quantum chemistry calculation of a molecular structure, C25H23BF2N3O2Tl, from the OMol25 dataset.

For the frontier orbital gap, the calculation gives 7.16 eV. The value obtained for the energy above the lowest of the compared OMol25 structures with the same formula, charge and spin is 41.7 kJ/mol. The value obtained for the HOMO energy is -14.214 eV. The value obtained for the electronic energy is -45658.283 eV. As for the net charge: +2.

Positions of all 57 atoms, in Å:
Tl 0.66 1.26 0.96
C -0.17 0.79 4.05
C -0.76 2.04 3.94
C -1.83 2.23 3.08
C -2.30 1.16 2.32
C -1.72 -0.10 2.44
C -0.65 -0.29 3.31
H 0.65 0.64 4.75
H -0.40 2.86 4.54
H -2.31 3.19 3.01
H -3.16 1.30 1.67
H -2.13 -0.94 1.89
H -0.23 -1.28 3.44
O 4.03 -5.10 2.54
C 4.26 -3.98 3.36
C 3.59 -2.79 2.75
C 3.70 -1.54 3.35
C 3.05 -0.47 2.78
N 2.31 -0.57 1.66
C 2.23 -1.76 1.07
C 2.85 -2.89 1.58
C 1.41 -1.87 -0.18
C 1.77 -2.75 -1.19
C 0.96 -2.90 -2.30
C 1.32 -3.85 -3.41
O 2.65 -4.26 -3.23
C -0.22 -2.16 -2.35
C -0.49 -1.28 -1.31
N 0.31 -1.11 -0.25
H 4.49 -5.87 2.90
H 5.33 -3.77 3.47
H 3.86 -4.13 4.37
H 4.28 -1.39 4.25
H 3.12 0.52 3.22
H 2.74 -3.85 1.11
H 2.69 -3.31 -1.12
H 1.16 -3.35 -4.37
H 0.62 -4.70 -3.37
H 2.89 -4.89 -3.92
H -0.91 -2.25 -3.17
H -1.42 -0.71 -1.31
N -1.19 2.17 -2.69
C -2.04 2.96 -2.70
C -3.07 3.92 -2.71
C -4.31 3.59 -3.28
C -5.26 4.59 -3.38
C -4.96 5.88 -2.94
C -3.73 6.19 -2.37
C -2.77 5.21 -2.24
H -4.52 2.59 -3.61
H -6.22 4.37 -3.81
H -5.70 6.66 -3.06
H -3.52 7.19 -2.02
H -1.80 5.42 -1.80
F -0.15 0.71 -4.25
B -0.04 1.33 -3.12
F 1.03 1.34 -2.39

Atomic partial charges in e from the Mulliken method, atoms 1 to 2: atom 1 (Tl): 0.843, atom 2 (C): -0.332